Record 1
# C6H8Si

A cluster of 2 separate species, C6H8Si in total (ωB97M-V/def2-TZVPD, the Open Molecules 2025 dataset).

```
15
Properties=species:S:1:pos:R:3:forces:R:3:lowdin_charge:R:1
C 0.573 -3.408 0.120 0.063 -2.666 1.067 0.009
C 3.021 1.041 0.996 -0.730 0.294 0.085 0.034
C 0.682 -2.244 -0.084 0.056 3.346 -0.475 -0.245
C 2.059 0.431 0.623 -0.483 -1.312 -0.383 -0.255
C -1.525 1.177 1.895 1.771 1.935 0.135 0.050
C 0.724 0.307 -1.909 -1.748 1.966 2.014 -0.222
Si 0.645 -0.376 -0.199 -0.269 -0.332 0.807 0.644
H 0.574 -4.422 0.493 -0.131 0.454 -0.522 0.033
H 3.519 1.853 1.401 1.291 0.736 0.526 0.005
H -1.029 0.812 2.763 -0.128 -1.129 0.327 -0.031
H -1.344 2.257 1.888 0.033 -0.254 -0.618 -0.015
H -2.448 0.909 1.496 -1.238 -0.991 -0.338 -0.050
H 1.398 -0.229 -2.440 2.208 -1.392 -1.914 -0.004
H -0.205 0.381 -2.390 -1.481 -0.652 -0.861 0.008
H 0.941 1.370 -1.826 0.785 -0.003 0.151 0.041
```
Positions in Å, forces in eV/Å.

As for the total energy: -14222.2823 eV.

Record 2
# C6H9B

The molecule C6H9B (ωB97M-V/def2-TZVPD, the Open Molecules 2025 dataset).

```
16
Properties=species:S:1:pos:R:3:forces:R:3:lowdin_charge:R:1
B -0.580 0.039 0.470 -1.603 1.735 0.954 -0.250
C 2.104 0.528 0.534 -2.864 1.518 -0.442 -0.048
C 2.370 -0.742 0.104 -1.207 -0.579 -0.616 -0.072
C 0.842 0.945 -0.019 0.689 -1.755 -1.179 -0.157
C 1.288 -1.254 -0.712 2.698 1.596 1.221 0.005
C 0.369 -0.235 -0.893 0.230 2.425 1.019 -0.193
C -2.035 0.769 0.097 2.095 -1.093 1.847 -0.079
H -0.551 -0.472 1.570 0.364 -0.312 -0.706 0.094
H 2.486 1.319 1.183 1.020 -1.014 -0.003 0.122
H 3.241 -1.251 0.355 1.164 -1.178 0.430 0.075
H 0.720 2.012 -0.167 -0.789 -0.212 -0.165 0.133
H 1.379 -2.194 -1.192 -0.514 -0.812 -0.193 0.106
H -0.320 -0.058 -1.683 -0.308 -0.292 -0.635 0.130
H -2.003 1.454 -0.739 -0.331 0.208 0.012 0.049
H -2.507 1.094 1.041 0.369 0.726 -0.541 0.054
H -2.615 -0.101 -0.066 -1.013 -0.962 -1.003 0.028
```
Positions in Å, forces in eV/Å.

As for the total energy: -7041.9718 eV.

Record 3
# C6H9BF6INO4P2S

A cluster of 2 separate species, C6H9BF6INO4P2S in total (ωB97M-V/def2-TZVPD, the Open Molecules 2025 dataset).

```
31
Properties=species:S:1:pos:R:3:forces:R:3:lowdin_charge:R:1
C 0.457 -2.836 0.063 0.366 0.303 -1.539 -0.052
C 0.208 -1.379 -0.578 -0.295 1.702 -0.585 -0.115
C 1.303 -0.824 -1.575 -3.839 2.876 0.892 -0.008
C 1.087 0.605 -2.171 -0.784 -3.515 2.530 -0.515
I 2.638 1.336 -3.526 -1.498 -0.535 1.159 0.964
N -0.105 1.398 -1.800 0.059 -2.985 1.031 0.037
B -0.305 2.814 -2.335 -0.095 3.272 -1.026 -0.586
O 0.733 3.821 -2.178 -1.871 -3.584 0.880 0.082
O -1.533 3.230 -2.968 2.190 -0.522 2.597 0.124
C -1.143 0.883 -0.902 1.839 -2.882 0.388 0.072
C -1.065 -0.544 -0.234 3.964 1.705 -2.750 -0.168
P -2.468 -1.076 0.901 -2.614 1.670 0.843 0.373
O -2.889 -2.723 0.797 2.113 2.019 -0.079 -0.251
O -2.145 -0.534 2.482 -0.423 -1.762 -2.428 -0.232
S -4.059 -0.072 0.304 0.814 -0.412 0.059 0.258
H -0.478 -3.365 0.450 1.264 1.150 -0.356 0.075
H 0.862 -3.498 -0.802 -0.566 1.088 1.436 0.101
H 1.260 -2.746 0.871 -1.244 -0.018 -1.125 0.103
H 2.204 -1.487 -1.788 -1.348 1.369 0.164 0.122
H 1.352 3.413 -1.520 -0.231 0.893 -0.685 0.102
H -1.751 4.103 -2.551 0.256 -0.789 -0.975 0.132
H -2.021 1.579 -0.681 1.356 -1.142 -0.456 0.111
H -2.814 -3.015 -0.144 -0.179 0.378 0.847 0.084
H -3.000 -0.186 2.856 0.900 -0.500 -0.764 0.079
F 0.985 -1.070 2.123 -1.140 -2.416 -2.404 -0.192
P 1.954 0.156 2.435 0.740 0.947 1.982 0.161
F 2.240 0.205 0.869 1.684 -1.749 -3.029 -0.181
F 2.944 0.780 3.526 0.436 2.561 1.005 -0.165
F 3.142 -0.914 2.545 0.294 -2.914 -0.916 -0.168
F 0.792 0.283 3.528 -0.417 1.295 2.371 -0.164
F 1.613 1.664 2.004 -1.730 2.497 0.933 -0.181
```
Positions in Å, forces in eV/Å.

As for the total energy: -70545.2103 eV.

Record 4
# C6H9BF6IrNO5Sb

A structure of composition C6H9BF6IrNO5Sb (ωB97M-V/def2-TZVPD, the Open Molecules 2025 dataset).

```
30
Properties=species:S:1:pos:R:3:forces:R:3:lowdin_spin:R:1
Ir 0.713 0.796 -0.560 -0.859 0.135 0.194 0.904
O 4.282 2.645 -0.326 -0.511 0.518 -0.312 -0.053
C 3.289 2.055 -0.400 1.146 -1.717 1.225 -0.035
O 2.667 1.029 -0.117 -0.145 1.223 -0.826 0.009
C 1.924 3.115 -1.638 -1.809 1.094 -1.326 -0.038
O 2.296 4.181 -1.933 0.656 -0.538 0.474 -0.032
O 0.965 2.336 -1.788 1.257 0.277 0.425 0.049
F 0.164 -0.085 1.271 0.118 -0.198 0.629 0.060
Sb 0.279 0.779 3.130 -0.412 -0.277 -0.787 0.003
F -0.794 -0.663 3.645 -0.015 -0.025 0.143 0.002
F 1.823 -0.238 3.370 0.060 0.088 0.068 0.000
F 0.335 1.645 4.772 0.033 0.044 0.018 0.000
F 1.281 2.068 2.169 0.068 0.168 0.090 0.007
F -1.287 1.651 2.523 0.116 0.068 0.109 0.001
C -2.104 -1.245 0.006 0.040 0.000 0.023 0.000
C -2.210 0.063 -0.684 0.095 0.035 -0.047 0.002
C -3.567 0.587 -0.994 -0.012 -0.032 -0.046 0.000
O -1.250 0.774 -1.031 -0.029 0.067 0.177 0.009
H -2.902 -1.899 -0.344 0.000 0.004 0.001 0.000
H -2.269 -1.071 1.074 0.018 0.032 0.026 0.000
H -1.135 -1.715 -0.116 0.032 0.022 -0.019 0.000
H -4.054 -0.087 -1.702 -0.005 0.006 -0.003 0.000
H -3.517 1.592 -1.402 -0.002 -0.001 0.002 0.000
H -4.165 0.573 -0.080 0.001 0.002 0.003 0.000
B 1.654 -3.673 -1.587 -0.047 0.037 0.082 0.005
C 1.347 -2.182 -1.240 0.019 0.092 -0.136 0.018
N 1.095 -1.071 -1.027 0.173 -1.052 -0.138 0.083
H 0.601 -4.256 -1.454 -0.006 -0.021 -0.028 0.001
H 2.041 -3.663 -2.733 -0.007 -0.023 -0.022 0.004
H 2.495 -4.043 -0.806 0.027 -0.028 0.001 0.000
```
Positions in Å, forces in eV/Å.

As for the total energy: -44451.9389 eV. Its expectation value of S² is 0.949. Its multiplicity is 2.

Record 5
# C6H9BO2S

The molecule C6H9BO2S (ωB97M-V/def2-TZVPD, the Open Molecules 2025 dataset).

```
19
Properties=species:S:1:pos:R:3:forces:R:3:lowdin_charge:R:1
B 2.827 0.841 -0.083 -0.317 -2.977 0.871 -0.665
C -1.108 -0.071 -0.046 3.984 1.144 0.588 -0.132
C 1.348 0.411 0.047 -2.546 3.415 -0.332 0.095
C 0.330 -0.430 0.028 -0.629 -0.391 0.637 -0.346
C -1.461 1.214 0.016 1.185 1.062 0.017 -0.704
C 0.689 -1.908 0.069 1.061 0.656 -0.590 -0.034
C -2.881 1.698 -0.116 0.361 1.620 4.028 -0.112
O 3.727 -0.272 -0.141 -4.459 0.826 1.686 0.151
O 3.083 2.132 0.069 -1.301 0.651 -0.693 0.199
S -0.138 2.361 0.034 1.012 -2.172 0.180 0.817
H -1.775 -0.810 -0.162 -2.408 -2.708 -0.210 0.071
H 1.688 -2.144 0.566 -1.359 0.493 -0.834 0.106
H -0.116 -2.395 0.611 0.038 -0.570 -0.505 0.075
H 0.757 -2.027 -1.046 -0.182 -1.284 1.059 0.112
H -2.781 2.843 -0.074 -0.981 -1.774 -0.422 0.082
H -3.196 1.265 -0.992 -1.283 -0.296 -2.298 0.035
H -3.613 1.308 0.746 1.802 0.933 -1.715 0.129
H 4.488 -0.100 -0.582 3.830 0.786 -1.900 0.031
H 3.926 2.391 0.340 2.193 0.586 0.431 0.088
```
Positions in Å, forces in eV/Å.

As for the total energy: -21974.1413 eV.

Record 6
# C6H9Br

A cluster of 2 separate species, C6H9Br in total (ωB97M-V/def2-TZVPD, the Open Molecules 2025 dataset).

```
16
Properties=species:S:1:pos:R:3:forces:R:3:lowdin_charge:R:1
C -1.785 -2.568 0.460 0.285 0.249 0.317 -0.078
C -1.328 -1.508 0.127 0.670 3.334 -2.111 -0.083
C 1.519 -0.355 -0.319 0.923 -1.422 0.809 -0.087
C 0.096 1.329 1.044 0.411 1.273 -0.825 -0.079
C -0.756 0.581 -1.028 -2.905 -3.160 1.011 -0.537
C 0.508 0.783 -0.326 -0.703 -0.079 1.145 -0.592
Br -0.909 0.177 -2.866 0.261 0.239 0.717 0.745
H -1.942 -3.352 1.112 -0.572 -1.449 0.552 -0.031
H 0.937 -1.370 -0.153 1.284 1.941 -0.849 0.087
H 2.154 -0.234 -1.253 -0.838 -0.924 1.025 0.089
H 2.264 -0.304 0.579 -1.385 0.328 -1.509 0.106
H -0.798 2.049 0.883 1.991 -0.609 0.774 0.112
H 1.063 1.694 1.470 -1.255 0.462 0.092 0.099
H -0.244 0.536 1.641 -0.542 -1.137 0.916 0.046
H -1.735 0.940 -0.557 1.673 -0.244 -1.112 0.082
H 0.956 1.605 -0.815 0.704 1.197 -0.952 0.120
```
Positions in Å, forces in eV/Å.

As for the total energy: -76404.0525 eV.